1.
Density functional theory data (the ωB97M-V functional and the def2-TZVPD basis) for a cluster of 2 separate species, C10H13NO4 in total.

Element x y z (Å)
1 O -2.575 -0.068 1.416
2 N -1.263 0.143 1.378
3 O -0.527 -0.654 2.144
4 C -0.794 0.950 0.468
5 O -1.725 1.602 -0.231
6 C 0.645 1.235 0.197
7 C 1.718 0.840 1.055
8 C 2.974 1.298 0.737
9 C 3.222 2.129 -0.366
10 C 2.178 2.576 -1.086
11 C 0.881 2.144 -0.834
12 H -0.678 -1.642 1.834
13 H -2.623 1.280 -0.074
14 H 1.471 0.294 2.044
15 H 3.915 0.930 1.282
16 H 4.306 2.186 -0.573
17 H 2.436 3.263 -1.986
18 H -0.033 2.467 -1.403
19 C 0.052 -1.708 -0.784
20 C -1.075 -2.221 -0.371
21 C -2.422 -2.111 -1.111
22 O -1.028 -2.812 0.851
23 H 0.156 -1.017 -1.636
24 H 0.719 -1.908 0.001
25 H -2.185 -1.848 -2.184
26 H -2.875 -1.145 -0.836
27 H -3.079 -2.916 -0.938
28 H -1.793 -3.286 1.009

Results
**Energy relative to the best compared isomer or geometry (same formula, charge and spin)**: 473.2 kJ/mol
**SMILES string**: [O-]/[N+](O)=C(\O)c1ccccc1.C=C(C)O
**E_LUMO (spin up / spin down)**: 0.43 / 0.43 eV


2.
Density functional theory data (the ωB97M-V functional and the def2-TZVPD basis) for an isolated molecule of C4H7NO.

Element x y z (Å)
1 O 2.593 -0.557 -0.478
2 N 1.869 0.622 -0.123
3 C 0.629 0.368 -0.102
4 C -0.192 -0.886 -0.269
5 C -1.438 -0.056 0.146
6 C -0.569 1.234 0.219
7 H 2.625 -1.079 0.337
8 H -0.192 -1.278 -1.291
9 H 0.096 -1.698 0.407
10 H -2.239 -0.027 -0.597
11 H -1.861 -0.357 1.107
12 H -0.795 1.981 -0.547
13 H -0.526 1.734 1.191

Results
**Energy relative to the best compared isomer or geometry (same formula, charge and spin)**: 313.5 kJ/mol
**SMILES string**: ON=C1CCC1
**E_LUMO**: 0.94 eV


3.
Density functional theory data (the ωB97M-V functional and the def2-TZVPD basis) for a structure of composition C3H4CoO3.

Element x y z (Å)
1 O 0.143 0.212 -2.358
2 C 0.967 0.269 -1.598
3 C 2.083 0.567 -0.761
4 H 2.676 1.248 -1.426
5 H 2.658 -0.358 -0.606
6 H 1.738 0.918 0.222
7 Co -2.349 -0.371 -0.272
8 O -0.869 0.079 0.900
9 C -1.380 -0.322 1.985
10 O -2.604 -0.884 1.605
11 H -3.064 -1.360 2.307

Results
**2S+1**: 4
**Energy relative to the best compared isomer or geometry (same formula, charge and spin)**: 126.0 kJ/mol
**Expectation value of S²**: 3.75
**Total charge**: +2
**E_LUMO (spin up / spin down)**: -10.51 / -11.18 eV


4.
Density functional theory data (the ωB97M-V functional and the def2-TZVPD basis) for a structure of composition C19H21EuIN2.

Element x y z (Å)
1 C -0.241 -1.152 1.934
2 C -2.262 0.272 0.097
3 H -0.202 -2.148 1.494
4 H -1.193 -0.770 2.305
5 H 0.665 -0.770 2.421
6 H -2.373 0.648 -0.915
7 H -2.529 -0.767 0.279
8 H -2.319 0.984 0.925
9 C 2.953 -1.089 0.564
10 C 4.277 -1.325 0.258
11 C 4.820 -0.746 -0.888
12 C 4.054 0.060 -1.735
13 H 2.381 -1.486 1.410
14 H 4.824 -1.952 0.924
15 H 5.860 -0.925 -1.146
16 H 4.439 0.506 -2.626
17 N 2.317 -0.257 -0.263
18 C 2.727 0.288 -1.405
19 C 1.811 1.104 -2.240
20 N 0.525 1.247 -1.923
21 C -0.447 1.885 -2.569
22 C 1.275 2.499 -4.108
23 C -0.063 2.558 -3.710
24 H -1.454 1.834 -2.135
25 H -0.815 3.095 -4.235
26 C 2.222 1.774 -3.384
27 H 3.252 1.716 -3.660
28 H 1.596 3.023 -5.004
29 Eu 0.053 0.115 0.027
30 I -0.309 -2.352 -1.701
31 C -0.067 1.992 1.860
32 C -0.952 2.055 3.001
33 C -2.139 1.295 3.323
34 C -2.909 1.548 4.536
35 C -2.529 2.517 5.425
36 C -1.384 3.277 5.169
37 C -0.601 3.042 3.971
38 H -0.192 2.796 1.061
39 H 1.007 2.269 2.064
40 H -2.554 0.504 2.725
41 H -3.805 0.933 4.710
42 H -3.125 2.694 6.335
43 H -1.076 4.039 5.860
44 H 0.257 3.643 3.824

Results
**2S+1**: 8
**Energy relative to the best compared isomer or geometry (same formula, charge and spin)**: 380.1 kJ/mol
**Expectation value of S²**: 15.89
**E_LUMO (spin up / spin down)**: 0.02 / -2.30 eV


5.
Density functional theory data (the ωB97M-V functional and the def2-TZVPD basis) for an isolated molecule of C9H10.

Element x y z (Å)
1 C 1.635 0.766 1.476
2 C 1.310 1.440 0.506
3 C 0.491 1.890 -0.559
4 C -0.126 0.777 -1.622
5 C -0.999 -0.381 -1.075
6 C -0.219 -0.862 0.188
7 C -0.598 -1.809 1.446
8 C 0.770 -1.407 2.024
9 C 1.530 -0.433 2.077
10 H -0.487 2.166 -0.087
11 H 0.904 2.739 -1.109
12 H 0.754 0.293 -2.138
13 H -0.478 1.411 -2.385
14 H -2.015 -0.030 -0.913
15 H -0.943 -1.166 -1.765
16 H -0.010 0.142 0.716
17 H 0.801 -1.112 -0.174
18 H -1.460 -1.531 2.279
19 H -0.859 -2.895 1.115

Results
**Energy relative to the best compared isomer or geometry (same formula, charge and spin)**: 592.4 kJ/mol
**SMILES string**: C1#CCCCCCC#C1
**E_LUMO**: 0.51 eV


6.
Density functional theory data (the ωB97M-V functional and the def2-TZVPD basis) for a cluster of 2 separate species, C4H14N in total.

Element x y z (Å)
1 N 1.675 -0.852 -1.553
2 H 1.108 -1.684 -1.320
3 H 1.926 -0.408 -0.650
4 H 2.485 -1.071 -2.092
5 H 1.028 -0.178 -2.061
6 C 0.643 1.097 0.574
7 C -0.600 0.267 0.965
8 C -1.874 0.967 0.446
9 C -0.524 -1.157 0.435
10 H 1.581 0.567 0.829
11 H 0.586 1.364 -0.534
12 H 0.656 2.040 1.129
13 H -0.632 0.199 2.060
14 H -2.769 0.392 0.691
15 H -1.800 1.056 -0.689
16 H -1.974 1.991 0.862
17 H 0.443 -1.635 0.689
18 H -1.299 -1.763 0.887
19 H -0.659 -1.193 -0.668

Results
**Energy relative to the best compared isomer or geometry (same formula, charge and spin)**: 50.5 kJ/mol
**Total charge**: +1
**E_LUMO**: -3.96 eV


7.
Density functional theory data (the ωB97M-V functional and the def2-TZVPD basis) for a cluster of 15 separate species, H30O15 in total.

Element x y z (Å)
1 O 1.583 0.189 -2.670
2 H 1.633 0.111 -3.623
3 H 2.423 -0.194 -2.364
4 O 1.557 3.056 -1.530
5 H 1.522 3.768 -2.161
6 H 1.445 2.368 -2.139
7 O -1.719 -2.950 -1.604
8 H -0.877 -2.536 -1.875
9 H -2.332 -2.405 -2.163
10 O -1.274 -2.967 1.201
11 H -1.539 -2.996 0.276
12 H -1.738 -2.180 1.528
13 O 0.774 2.403 2.525
14 H 0.036 1.777 2.482
15 H 0.318 3.193 2.178
16 O -1.131 2.703 -0.391
17 H -0.272 2.983 -0.663
18 H -1.595 3.501 -0.487
19 O 1.066 -2.353 -1.555
20 H 1.664 -1.805 -2.087
21 H 1.001 -1.740 -0.823
22 O 0.395 -0.315 0.080
23 H -0.587 -0.285 -0.193
24 H 0.752 0.555 -0.008
25 O 0.462 -0.588 2.907
26 H 1.181 -0.478 3.516
27 H 0.803 -0.442 2.053
28 O -2.859 -0.964 2.374
29 H -2.331 -0.148 2.170
30 H -3.349 -1.274 1.613
31 O -1.747 1.547 1.966
32 H -1.428 2.017 1.210
33 H -2.632 1.820 2.187
34 O 2.908 0.930 1.760
35 H 2.325 1.611 2.133
36 H 3.813 0.908 2.169
37 O 3.396 -1.667 0.900
38 H 3.154 -0.768 1.146
39 H 2.782 -2.229 1.343
40 O -2.344 -0.247 -0.826
41 H -3.102 -0.719 -0.488
42 H -2.185 -0.783 -1.615
43 O -0.987 -0.734 -3.346
44 H -0.163 -0.504 -2.945
45 H -0.800 -1.153 -4.154

Results
**Energy relative to the best compared isomer or geometry (same formula, charge and spin)**: 160.7 kJ/mol
**E_LUMO**: -0.48 eV


8.
Density functional theory data (the ωB97M-V functional and the def2-TZVPD basis) for a structure of composition C34H48NO2.

Element x y z (Å)
1 C -5.094 4.655 3.793
2 C -4.290 3.653 3.021
3 C -3.638 2.619 3.689
4 C -2.957 1.616 3.003
5 C -2.336 0.540 3.855
6 C -2.925 1.645 1.592
7 C -2.443 0.423 0.810
8 C -3.439 -0.731 1.047
9 C -0.956 0.031 1.065
10 C 0.053 0.277 -0.080
11 C 1.238 0.960 0.555
12 C 1.405 2.360 0.432
13 C 0.383 3.203 -0.287
14 C 2.463 2.980 1.090
15 C 3.325 2.250 1.914
16 C 4.393 2.965 2.672
17 C 3.138 0.874 2.058
18 C 2.064 0.231 1.450
19 C 1.790 -1.199 1.827
20 C -3.530 2.723 0.909
21 C -3.531 2.820 -0.599
22 C -4.197 3.709 1.631
23 H -5.514 5.403 3.115
24 H -5.921 4.167 4.324
25 H -4.480 5.163 4.546
26 H -3.686 2.571 4.782
27 H -2.090 -0.379 3.317
28 H -1.410 0.903 4.331
29 H -3.017 0.270 4.678
30 H -2.513 0.707 -0.242
31 H -4.401 -0.428 0.612
32 H -3.138 -1.670 0.570
33 H -3.588 -0.924 2.115
34 H -0.623 0.618 1.936
35 H -0.889 -1.023 1.392
36 H -0.379 0.930 -0.857
37 H 0.682 4.263 -0.306
38 H 0.247 2.883 -1.332
39 H -0.599 3.174 0.224
40 H 2.602 4.059 1.010
41 H 4.973 2.265 3.273
42 H 5.068 3.503 2.003
43 H 3.933 3.705 3.334
44 H 3.800 0.286 2.710
45 H 2.626 -1.568 2.436
46 H 0.879 -1.351 2.427
47 H 1.740 -1.856 0.955
48 H -4.022 3.752 -0.912
49 H -2.513 2.844 -1.019
50 H -4.082 1.994 -1.075
51 H -4.684 4.531 1.096
52 C 5.018 -3.441 0.142
53 O 4.507 -3.590 -1.199
54 C 3.418 -2.840 -1.406
55 O 2.982 -2.085 -0.554
56 C 2.841 -2.973 -2.787
57 C 3.920 -2.904 -3.869
58 C 3.323 -2.080 -4.999
59 C 1.991 -1.517 -4.483
60 N 1.904 -1.870 -3.032
61 C 0.590 -2.033 -2.495
62 C -0.016 -1.349 -1.468
63 C -1.475 -1.493 -1.293
64 C -2.298 -2.448 -2.180
65 C -1.424 -3.636 -2.538
66 C -0.193 -3.120 -3.261
67 H 5.858 -4.132 0.200
68 H 5.344 -2.407 0.309
69 H 4.244 -3.701 0.876
70 H 2.334 -3.952 -2.825
71 H 4.840 -2.438 -3.490
72 H 4.158 -3.933 -4.158
73 H 3.999 -1.271 -5.288
74 H 3.138 -2.715 -5.873
75 H 1.908 -0.431 -4.634
76 H 1.172 -1.988 -5.054
77 H 0.609 -0.807 -0.639
78 H -1.624 -1.878 -0.282
79 H -1.999 -0.534 -1.377
80 H -3.198 -2.775 -1.639
81 H -2.650 -1.906 -3.071
82 H -1.141 -4.169 -1.626
83 H -1.961 -4.334 -3.184
84 H -0.506 -2.684 -4.228
85 H 0.469 -3.965 -3.485

Results
**Energy relative to the best compared isomer or geometry (same formula, charge and spin)**: 85.8 kJ/mol
**Total charge**: +1
**E_LUMO**: -4.06 eV